{"formula": "C6H10FN", "method": "ωB97M-V/def2-TZVPD", "multiplicity": 1, "orbital_gap_ev": 10.54, "smiles": "FC[C@]12CCC[C@H]1N2", "de_lowest_kcal_mol": 89.00, "energy_ev": -10587.2102, "mol_weight_g_mol": 115.151, "elements": ["C", "C", "C", "C", "C", "C", "H", "H", "H", "H", "H", "H", "H", "H", "H", "H", "N", "F"], "xyz": [[-2.08734, -0.36359, -0.35582], [-0.71914, -0.17387, 0.15442], [-0.05279, 1.37157, 0.10897], [1.33054, 0.79882, 0.42012], [1.45729, -0.34587, -0.49213], [0.22308, -1.10739, -0.21178], [-2.22756, -1.50461, -0.12474], [-2.20246, -0.11335, -1.32517], [-0.19092, 1.66362, -0.96321], [-0.56150, 2.11454, 0.86138], [1.53007, 0.47557, 1.47279], [2.22754, 1.45387, 0.30585], [2.75739, -0.53452, -0.58983], [1.09805, -0.05246, -1.71205], [0.14352, -2.08206, -0.85696], [0.51402, -0.75740, 1.88491], [-0.11522, -1.20463, 1.15078], [-3.12458, 0.36176, 0.27248]], "forces_ev_per_angstrom": [[-0.94, -3.23, 4.35], [-2.02, 4.18, 1.77], [-1.62, -2.16, 1.69], [2.40, 3.24, 0.24], [3.54, 1.15, -5.08], [4.52, -5.69, -1.85], [-0.50, 1.97, -0.80], [0.04, 0.51, -3.48], [0.38, 0.11, 1.04], [1.08, -1.56, -1.53], [-0.66, 0.40, -0.76], [-0.90, 0.16, -0.32], [-4.22, -0.82, 0.41], [1.75, -0.13, 3.16], [-0.52, 1.92, 1.17], [-1.11, -0.86, -1.83], [-2.00, 1.07, 1.62], [0.78, -0.25, 0.22]]}